(1)
# C42H40CoN3OPS3

A structure of composition C42H40CoN3OPS3 in a non-equilibrium geometry (the ωB97M-V functional and the def2-TZVPD basis, OMol25).

Geometry (Å):
Co1 0.206865 0.049471 -0.134439
C1 -3.386354 1.514501 -1.631345
C2 -1.983925 1.338438 -1.137067
N1 -1.600565 0.245091 -0.482448
N2 -2.395243 -0.730119 -0.082097
C3 -1.692011 -1.701361 0.481041
O1 -0.404917 -1.607345 0.581123
C4 -2.414479 -2.860458 0.984187
C5 -3.801722 -2.934583 0.830188
C6 -4.490833 -4.042470 1.275115
C7 -3.814451 -5.091715 1.882509
C8 -2.440613 -5.015481 2.056659
C9 -1.741276 -3.910024 1.612903
C10 -0.950314 2.283897 -1.290270
C11 -1.141452 3.576578 -1.817150
C12 -0.101329 4.459997 -1.878624
C13 1.152338 4.049850 -1.393447
C14 1.286435 2.771035 -0.903447
N3 0.298842 1.877306 -0.843220
H1 -3.953331 0.609006 -1.421976
H2 -3.389608 1.709805 -2.703591
H3 -3.869348 2.358192 -1.134751
H4 -4.318895 -2.116913 0.351252
H5 -5.562519 -4.094916 1.142271
H6 -4.361147 -5.965282 2.208683
H7 -1.915262 -5.829191 2.536149
H8 -0.671178 -3.831003 1.735844
H9 -2.125101 3.857446 -2.155863
H10 -0.231269 5.456398 -2.274691
H11 2.000399 4.718547 -1.408943
H12 2.248255 2.448315 -0.530453
C15 2.891603 -4.733921 -4.240280
C16 2.461451 -3.609173 -4.925439
C17 2.040322 -2.488657 -4.232529
C18 2.054365 -2.475201 -2.840763
C19 2.474602 -3.615136 -2.157323
C20 2.896846 -4.733700 -2.852776
P1 1.489584 -1.035147 -1.857063
C21 0.828654 0.019009 -3.188568
C22 -0.450021 -0.328396 -3.622894
C23 -1.116917 0.463814 -4.535375
C24 -0.511978 1.617910 -5.009884
C25 0.763604 1.958678 -4.591947
C26 1.440944 1.159188 -3.687080
C27 3.071889 -0.367935 -1.253942
C28 4.250359 -0.463730 -1.958216
C29 5.448379 -0.029916 -1.378312
C30 5.462419 0.469294 -0.104747
C31 4.280251 0.573173 0.656544
C32 4.274095 1.055146 1.982642
C33 3.105108 1.127758 2.687405
C34 1.890865 0.765067 2.083629
C35 1.847913 0.288224 0.801628
C36 3.052840 0.162314 0.065333
H13 3.217062 -5.608918 -4.786561
H14 2.451912 -3.602078 -6.007186
H15 1.711297 -1.616243 -4.777332
H16 2.465905 -3.611104 -1.075848
H17 3.225796 -5.615454 -2.318632
H18 -0.908810 -1.228118 -3.230988
H19 -2.109134 0.190610 -4.865164
H20 -1.042509 2.257252 -5.699268
H21 1.225261 2.866985 -4.952071
H22 2.433403 1.424224 -3.348763
H23 4.263265 -0.873392 -2.958881
H24 6.367681 -0.108346 -1.940266
H25 6.391656 0.790249 0.344928
H26 5.209068 1.368374 2.425630
H27 3.094608 1.477877 3.710277
H28 0.978178 0.882808 2.647194
C37 -1.262335 3.214091 4.766869
C38 -1.278521 3.735406 3.343370
S1 -1.543324 2.476920 2.048169
C39 -3.144473 1.726766 2.519723
C40 -3.078166 0.439117 3.348644
S2 -1.486322 -0.448145 3.161398
C41 -0.922146 -0.669283 4.885419
C42 -0.874869 0.568575 5.764255
S3 0.061255 1.983752 5.078487
H29 -2.216747 2.760309 5.025639
H30 -1.082839 4.047673 5.451086
H31 -0.315874 4.175311 3.084479
H32 -2.055520 4.496360 3.238559
H33 -3.602289 1.506538 1.557737
H34 -3.732900 2.494657 3.023514
H35 -3.859460 -0.242571 3.008872
H36 -3.219581 0.628317 4.409331
H37 0.076351 -1.087895 4.757711
H38 -1.560580 -1.417577 5.361471
H39 -0.385507 0.314474 6.705733
H40 -1.873963 0.930806 5.998319

Forces on the atoms, in the same order (eV/Å):
Co 1.7 -1.0 1.2
C 0.2 0.1 0.2
C -1.4 -3.0 0.9
N -1.6 2.5 -1.0
N -1.9 -0.3 -0.5
C 2.2 0.8 0.0
O -2.0 -2.4 0.2
C -0.6 -0.7 0.3
C 0.3 0.1 0.0
C -0.1 -0.2 0.1
C 0.0 0.1 0.0
C 0.0 -0.2 0.1
C 0.0 0.4 -0.2
C 2.3 1.3 0.0
C -0.5 -0.9 0.2
C 1.1 -0.1 0.4
C -0.7 0.4 -0.4
C 0.1 -0.1 0.2
N -1.3 2.4 -1.9
H 0.0 0.0 0.0
H 0.0 0.0 -0.1
H -0.1 0.1 0.0
H 0.0 0.0 0.0
H -0.1 0.0 0.0
H 0.0 0.0 0.1
H 0.1 0.0 0.0
H 0.1 0.0 0.0
H -0.2 0.0 0.0
H -0.1 0.0 0.0
H 0.1 0.0 0.0
H 0.0 -0.2 0.0
C 0.0 0.0 0.0
C 0.1 -0.2 -0.1
C 0.0 0.2 0.1
C -0.4 -0.2 0.2
C 0.0 0.1 0.0
C 0.1 -0.1 0.0
P 0.4 0.3 -0.4
C 0.2 0.0 0.0
C 0.1 0.0 0.1
C 0.0 0.0 -0.1
C -0.1 0.1 -0.1
C 0.0 0.2 0.0
C 0.0 -0.1 0.0
C 0.2 0.0 -0.4
C -0.3 0.1 0.1
C 0.3 0.1 0.1
C 0.1 0.0 0.0
C -0.1 -0.2 -0.4
C 0.0 0.1 0.2
C 0.3 0.1 0.1
C 0.2 -0.1 -0.1
C 0.8 -0.2 0.2
C 0.6 0.1 0.6
H 0.0 0.0 0.0
H 0.0 0.0 0.0
H 0.0 0.0 -0.1
H 0.0 -0.1 0.1
H 0.0 0.0 0.0
H -0.1 0.0 0.0
H -0.1 0.0 0.0
H 0.0 0.1 -0.1
H 0.0 0.1 -0.1
H 0.1 0.0 0.0
H 0.0 -0.1 -0.1
H 0.1 0.0 0.0
H 0.1 0.0 0.0
H 0.1 0.0 0.1
H 0.1 0.1 0.1
H -0.2 0.0 0.1
C 0.4 -0.2 0.2
C -0.3 -0.4 -0.3
S -0.2 0.5 0.1
C 0.6 0.3 -0.2
C 0.5 -0.4 0.0
S -0.2 -0.1 0.6
C -0.4 0.1 -0.4
C 0.3 0.3 -0.1
S -0.3 0.0 0.1
H -0.1 0.0 0.0
H -0.1 0.0 0.0
H 0.0 0.1 0.0
H 0.1 0.1 0.1
H -0.1 0.0 0.0
H -0.1 0.0 -0.1
H 0.0 0.1 0.1
H -0.1 0.1 0.0
H 0.0 -0.1 0.0
H 0.1 0.0 0.1
H -0.1 0.0 0.0
H 0.0 0.0 0.1

HOMO (spin up / spin down)   -6.0 / -7.3 eV
ΔE to the lowest compared entry with this formula, charge and spin   1.587 eV
E_LUMO (spin up / spin down)   -0.45 / -0.59 eV
<S²>   3.789
Spin multiplicity   4
Orbital gap (spin up / spin down)   5.5856 / 6.7476 eV

(2)
# C42H41BeNO2P2S2

A structure of composition C42H41BeNO2P2S2 in a non-equilibrium geometry (the ωB97M-V functional and the def2-TZVPD basis, OMol25).

Geometry (Å):
Be1 -1.098994 0.770280 1.458774
C1 0.332539 5.061328 -2.446502
C2 0.369149 3.881552 -3.072325
C3 1.483309 3.214352 -3.784663
C4 2.153270 2.227646 -2.786268
C5 2.878785 2.975660 -1.729011
C6 3.412816 4.193136 -1.818771
C7 2.908777 5.480549 -2.450779
C8 1.459450 5.983797 -2.169370
C9 -1.167878 0.151949 3.019969
H1 -0.625761 5.446197 -2.068400
H2 -0.517430 3.245980 -3.018562
H3 2.235439 3.868759 -4.239770
H4 1.047457 2.600123 -4.582965
H5 1.360555 1.627535 -2.294126
H6 2.771330 1.506177 -3.349459
H7 3.003938 2.337307 -0.817841
H8 4.396159 4.330964 -1.329863
H9 3.072578 5.498974 -3.535942
H10 3.543531 6.285949 -2.026690
H11 1.407006 6.290128 -1.105810
H12 1.334462 6.906199 -2.769392
H13 -0.917089 0.974544 3.710457
H14 -0.553401 -0.726033 3.220653
H15 -2.220114 -0.096596 3.174916
P1 -2.003128 -2.277475 0.177813
P2 0.461031 -2.993047 2.177888
C10 -0.368646 -2.784584 -0.432159
C11 0.531229 -3.349986 0.412190
C12 -2.885497 -3.841058 -0.412952
C13 -2.390572 -4.644785 -1.448242
C14 -3.059183 -5.806214 -1.853806
C15 -4.248297 -6.190271 -1.229543
C16 -4.748302 -5.403040 -0.182907
C17 -4.069224 -4.251937 0.232971
C18 -2.282404 -1.183351 -1.270456
C19 -1.396116 -0.101368 -1.382441
C20 -1.586729 0.849411 -2.372190
C21 -2.596805 0.685500 -3.327466
C22 -3.428192 -0.438334 -3.262792
C23 -3.293911 -1.362614 -2.220568
C24 0.897255 -4.767182 2.666904
C25 0.085641 -5.823286 2.206622
C26 0.461727 -7.149905 2.434196
C27 1.626366 -7.453362 3.148952
C28 2.408304 -6.406177 3.639337
C29 2.035292 -5.075839 3.423982
C30 2.123004 -2.228116 2.379230
C31 2.389445 -1.585266 3.606192
C32 3.645664 -1.027760 3.839851
C33 4.640522 -1.095390 2.857362
C34 4.376881 -1.738667 1.644564
C35 3.116897 -2.289768 1.396891
H16 -0.177101 -2.672305 -1.510501
H17 1.302978 -4.047922 0.059173
H18 -1.466319 -4.377318 -1.957625
H19 -2.649578 -6.405084 -2.669318
H20 -4.775144 -7.092605 -1.553996
H21 -5.682241 -5.695825 0.301388
H22 -4.468101 -3.661212 1.059825
H23 -0.547823 0.009087 -0.688148
H24 -0.951167 1.728996 -2.367120
H25 -2.721985 1.435008 -4.112498
H26 -4.188913 -0.597105 -4.028578
H27 -3.943484 -2.236648 -2.162232
H28 -0.822242 -5.604804 1.637759
H29 -0.156358 -7.957179 2.045592
H30 1.918989 -8.492508 3.315061
H31 3.320706 -6.625432 4.190241
H32 2.665500 -4.277483 3.818008
H33 1.609299 -1.526557 4.368559
H34 3.848019 -0.541049 4.794491
H35 5.622927 -0.658074 3.042017
H36 5.150913 -1.816502 0.881395
H37 2.919795 -2.765738 0.437355
O1 1.634581 3.393511 0.741909
S1 0.477185 3.579263 1.579899
O2 0.624256 3.706450 2.998996
N1 -0.731574 2.388748 1.199485
C36 -1.816952 2.941080 0.613189
S2 -3.002097 1.780029 0.481129
C37 -1.690991 4.363045 0.326440
C38 -2.495609 5.311653 -0.359252
C39 -2.335654 6.695129 -0.137955
C40 -1.260772 7.151033 0.634232
C41 -0.300720 6.237034 1.085943
C42 -0.563602 4.877080 0.980519
H38 -3.232333 4.948885 -1.071507
H39 -3.026100 7.437025 -0.557478
H40 -1.197021 8.204927 0.930799
H41 0.596595 6.560784 1.615122

Forces on the atoms, in the same order (eV/Å):
Be -0.9 1.6 0.6
C -0.5 -0.3 -0.1
C -0.7 0.7 0.2
C 0.4 -1.2 0.0
C -1.8 0.6 -0.3
C 0.6 -1.4 0.3
C 0.6 0.6 0.6
C 0.4 0.6 -0.6
C 1.0 0.1 0.0
C 0.2 -0.3 -0.1
H 0.4 -0.5 0.0
H 0.0 0.6 -0.3
H -0.3 -0.2 0.2
H 0.1 0.2 -0.1
H 0.2 0.1 -0.4
H 0.2 0.4 0.5
H 1.1 0.6 -1.0
H -1.1 0.2 0.8
H 0.0 0.2 0.1
H -0.2 -0.4 -0.4
H -0.1 -0.1 -0.4
H 0.0 -0.2 0.3
H 0.1 -0.3 -0.2
H -0.2 0.1 0.3
H 0.0 -0.2 0.2
P -0.4 -0.5 -0.9
P 0.3 -1.4 0.7
C 1.4 -0.4 0.8
C -0.9 0.3 -1.2
C -0.2 -0.1 0.4
C -0.2 -0.2 -0.1
C 0.0 0.2 0.1
C 0.1 0.4 0.2
C 0.1 -0.1 -0.2
C 0.2 0.0 -0.3
C -0.1 0.1 -0.1
C -0.5 -0.2 -0.2
C 0.0 -0.1 -0.2
C 0.1 -0.2 0.2
C 0.1 0.2 0.0
C 0.4 0.4 0.0
C 0.0 0.1 0.2
C 0.4 0.1 0.1
C 0.0 0.1 0.1
C -0.1 0.4 -0.1
C -0.2 -0.1 0.0
C 0.0 -0.2 -0.2
C 0.0 0.2 0.2
C 0.1 -0.1 -0.5
C 0.1 0.0 -0.1
C -0.2 -0.2 0.0
C -0.2 0.1 0.1
C 0.3 0.2 0.3
H -0.1 -0.6 0.4
H 0.0 0.7 -0.1
H -0.3 -0.1 0.1
H -0.1 0.2 0.2
H 0.2 0.4 0.2
H 0.3 0.1 -0.1
H 0.1 -0.1 -0.2
H -0.2 -0.1 -0.2
H -0.1 -0.3 -0.1
H 0.0 -0.3 0.2
H 0.2 0.1 0.2
H 0.1 0.3 0.0
H 0.2 -0.1 0.1
H 0.1 0.2 0.1
H -0.1 0.3 -0.1
H -0.2 0.1 -0.1
H -0.1 -0.2 -0.2
H 0.2 0.0 -0.2
H 0.0 -0.1 -0.3
H -0.3 -0.1 0.0
H -0.2 0.1 0.2
H 0.1 0.1 0.3
O -0.7 0.1 0.7
S -0.8 -0.9 -0.4
O 0.1 -0.2 -0.2
N 1.5 1.5 -0.5
C 0.8 -1.7 0.3
S -0.8 0.3 -0.4
C 0.1 2.3 0.1
C -0.2 -0.5 0.4
C 0.4 -0.6 0.0
C 0.0 -0.3 0.2
C -0.1 -0.1 0.5
C -0.1 0.5 -0.7
H -0.2 0.1 0.4
H 0.2 -0.6 0.0
H 0.2 -0.4 -0.4
H -0.3 0.0 -0.1

HOMO   -8.0 eV
ΔE to the lowest compared entry with this formula, charge and spin   0.096 eV
E_LUMO   -0.97 eV
Orbital gap   7.0151 eV

(3)
# C42H41Cl3N4O2S2SnTe

A structure of composition C42H41Cl3N4O2S2SnTe (the ωB97M-V functional and the def2-TZVPD basis, OMol25).

Geometry (Å):
Sn1 -1.297504 0.227672 -1.383367
C1 3.507023 -1.152186 4.168215
C2 2.401017 -0.766849 3.225435
C3 1.146077 -0.396711 3.679032
C4 0.104317 -0.045274 2.819136
C5 -1.154036 0.471061 3.406569
O1 -1.749157 1.401842 2.881050
C6 -1.653348 -0.111975 4.676335
C7 -1.529409 -1.472812 4.948458
C8 -2.063604 -1.995527 6.114784
C9 -2.694735 -1.157917 7.024084
C10 -2.810319 0.201363 6.761810
C11 -2.302462 0.721904 5.584606
C12 0.289873 -0.100602 1.422278
O2 -0.702571 0.138076 0.571236
C13 1.575076 -0.449659 0.965460
C14 2.596187 -0.767453 1.849221
C15 1.891175 -0.407172 -0.491565
N1 2.246110 0.678041 -1.072349
C16 2.448478 1.934384 -0.368477
C17 3.957035 2.187496 -0.405005
Te1 4.618234 1.169535 -2.171006
C18 5.378560 -0.554519 -1.284226
C19 5.221179 -1.754900 -1.971949
C20 5.718942 -2.922047 -1.413348
C21 6.379471 -2.883569 -0.193728
C22 6.554984 -1.677770 0.473326
C23 6.054080 -0.504046 -0.067331
C24 1.883566 -1.649097 -1.292531
C25 1.893708 -2.890750 -0.662384
C26 1.999978 -4.051790 -1.416048
C27 2.069228 -3.979923 -2.798898
C28 2.022279 -2.743798 -3.437117
C29 1.930167 -1.585585 -2.689713
H1 3.239031 -0.930984 5.199360
H2 4.428147 -0.615325 3.938578
H3 3.723409 -2.219618 4.103174
H4 0.968127 -0.351064 4.746415
H5 -1.035683 -2.123783 4.238265
H6 -1.985853 -3.054790 6.316618
H7 -3.096127 -1.565419 7.941857
H8 -3.298470 0.850904 7.475071
H9 -2.391798 1.777245 5.363253
H10 3.568478 -1.038359 1.448549
H11 2.072158 1.928104 0.656652
H12 1.930844 2.717241 -0.927371
H13 4.474228 1.723997 0.431777
H14 4.230039 3.237573 -0.467352
H15 4.707290 -1.790187 -2.924005
H16 5.593842 -3.859462 -1.937459
H17 6.774478 -3.794957 0.233471
H18 7.093591 -1.648038 1.410787
H19 6.218700 0.431618 0.450617
H20 1.843222 -2.950361 0.416561
H21 2.034906 -5.012437 -0.919172
H22 2.144481 -4.886221 -3.384823
H23 2.052519 -2.690608 -4.517144
H24 1.887568 -0.620211 -3.179136
Cl1 -6.670187 2.312757 -4.462753
C30 -5.140808 1.546182 -4.752494
C31 -4.041007 2.330338 -5.088988
C32 -2.814185 1.729684 -5.255885
C33 -2.646714 0.333208 -5.071775
C34 -1.389821 -0.267439 -5.194714
C35 -3.801074 -0.429315 -4.761449
C36 -5.031167 0.166607 -4.613543
H25 -4.166400 3.394451 -5.235483
H26 -1.960958 2.323184 -5.562722
H27 -0.530095 0.304957 -5.514439
H28 -1.264820 -1.331628 -5.053745
H29 -3.708735 -1.502892 -4.655448
H30 -5.907521 -0.419398 -4.374430
C37 -4.074790 3.614658 1.850983
N2 -3.734177 2.489085 0.998543
C38 -4.212419 2.258193 -0.201081
N3 -5.059324 3.109410 -0.776485
S1 -3.822736 0.821814 -1.090606
H31 -3.975757 3.292317 2.883304
H32 -5.106580 3.925095 1.695937
H33 -3.409358 4.462171 1.679064
H34 -3.034535 1.851442 1.365469
H35 -5.411128 3.919014 -0.292723
H36 -5.493802 2.852867 -1.652405
S2 -0.435402 4.983963 -1.753843
C39 -0.430884 4.514329 -0.108203
C40 -0.668337 3.184471 0.003799
N4 -0.850844 2.551354 -1.203941
C41 -0.751611 3.383414 -2.207982
H37 -0.254588 5.230417 0.676520
H38 -0.714500 2.606698 0.916976
H39 -0.880091 3.085065 -3.237326
Cl2 -2.067732 -3.023117 0.740255
C42 -2.395371 -4.001369 -0.695326
Cl3 -2.058015 -3.082311 -2.175366
H40 -3.444370 -4.273926 -0.696601
H41 -1.746904 -4.870024 -0.687585

Forces on the atoms, in the same order (eV/Å):
Sn 0.1 0.0 -0.2
C 0.0 0.0 0.0
C 0.0 0.0 0.0
C 0.0 0.1 0.0
C 0.1 -0.2 -0.2
C -0.3 0.1 0.0
O -0.1 0.2 -0.2
C 0.0 0.0 0.0
C 0.0 0.0 0.0
C 0.0 0.0 0.0
C 0.0 0.0 0.0
C 0.0 0.0 0.0
C 0.0 0.0 0.0
C 0.2 -0.2 -0.2
O -0.1 0.3 0.3
C -0.1 0.1 0.0
C 0.0 0.0 0.0
C 0.0 0.1 0.0
N 0.1 0.0 0.0
C 0.0 0.0 -0.1
C 0.0 0.0 0.0
Te 0.0 -0.1 0.0
C 0.0 0.0 0.0
C 0.0 0.0 0.0
C 0.0 0.0 0.0
C 0.0 0.0 0.0
C 0.0 0.0 0.0
C 0.0 0.0 0.0
C -0.1 0.0 0.0
C 0.0 0.0 0.0
C 0.0 0.0 0.0
C 0.0 0.0 0.0
C -0.1 0.0 0.0
C 0.0 0.0 0.0
H 0.0 0.0 0.0
H 0.0 0.0 0.0
H 0.0 0.0 0.0
H 0.0 0.0 0.0
H 0.0 0.0 0.0
H 0.0 0.0 0.0
H 0.0 0.0 0.0
H 0.0 0.0 0.0
H 0.0 0.0 0.0
H 0.1 0.0 0.0
H 0.0 0.0 0.0
H 0.0 0.0 0.0
H 0.0 0.0 0.0
H 0.0 0.0 0.0
H 0.0 0.0 0.0
H 0.0 0.0 0.0
H 0.0 0.0 0.0
H 0.0 0.0 0.0
H 0.0 0.0 0.0
H 0.0 0.0 0.0
H 0.0 0.0 0.0
H 0.0 0.0 0.0
H 0.0 0.0 0.0
H 0.0 0.0 0.0
Cl 0.1 0.0 0.0
C -0.1 0.1 0.1
C 0.0 0.0 0.0
C 0.0 0.0 0.0
C 0.0 0.0 0.0
C 0.1 0.0 -0.1
C 0.0 0.0 0.0
C 0.0 0.0 0.1
H 0.0 0.0 0.0
H 0.0 0.0 0.0
H 0.0 0.0 0.0
H 0.0 0.0 0.0
H 0.0 0.0 0.0
H 0.0 0.0 0.0
C 0.0 0.1 0.0
N 0.3 0.0 0.2
C 0.1 -0.1 -0.2
N -0.1 0.0 -0.1
S -0.1 -0.1 0.0
H 0.0 0.0 0.0
H 0.0 0.0 0.0
H 0.0 0.0 0.0
H -0.1 -0.1 0.1
H 0.0 0.0 0.0
H 0.1 0.0 0.1
S 0.0 0.0 0.0
C 0.0 0.0 0.0
C 0.0 0.1 0.0
N 0.0 -0.1 0.2
C 0.0 0.0 0.0
H 0.0 0.0 0.0
H 0.0 0.0 0.0
H 0.0 0.0 -0.1
Cl 0.0 0.0 0.0
C 0.0 0.0 0.0
Cl 0.0 -0.1 -0.1
H 0.0 0.0 0.0
H 0.0 0.0 0.0

HOMO (spin up / spin down)   -12.7 / -11.3 eV
Total charge   +2
ΔE to the lowest compared entry with this formula, charge and spin   0.000 eV
E_LUMO (spin up / spin down)   -4.86 / -7.29 eV
Orbital gap (spin up / spin down)   7.8809 / 4.0066 eV